No. 1
A 4-piece molecular cluster, C20H39BIN4O8P2S2 overall. Source: the Open Molecules 2025 dataset; level of theory: the ωB97M-V functional and the def2-TZVPD basis.

```
! wB97M-V def2-TZVPD RIJCOSX def2/J DEFGRID3
* xyz 1 1
C 4.11 -0.79 0.72
C 2.89 -1.01 -0.17
O 2.78 -2.33 -0.77
C 2.29 -3.26 0.08
O 2.94 -3.68 1.00
C 0.91 -3.84 -0.17
C 0.18 -3.40 -1.45
C -0.10 -1.89 -1.61
C -1.14 -1.32 -0.67
C -0.90 -1.30 0.70
N -1.79 -0.84 1.59
S -1.33 -0.95 3.27
C -2.98 -0.32 1.19
P -4.20 0.34 2.42
S -3.54 1.68 3.64
C -3.29 -0.29 -0.16
B -4.67 0.32 -0.72
O -5.67 -0.54 -1.15
O -4.86 1.65 -0.75
C -2.36 -0.79 -1.11
P -2.91 -0.62 -2.88
O -2.72 -2.18 -3.34
I -1.10 0.67 -3.95
H 4.60 -1.71 1.03
H 4.78 -0.08 0.24
H 3.76 -0.30 1.62
H 1.95 -0.80 0.36
H 2.92 -0.31 -1.00
H 0.30 -3.72 0.73
H 1.06 -4.92 -0.25
H 0.70 -3.74 -2.34
H -0.79 -3.90 -1.46
H 0.80 -1.27 -1.56
H -0.49 -1.76 -2.62
H 0.04 -1.66 1.08
H -1.66 -2.24 3.51
H -4.72 -0.84 3.00
H -5.26 0.86 1.65
H -5.61 -1.38 -0.67
H -5.82 1.83 -0.75
H -3.18 -2.29 -4.18
C -7.93 3.69 -0.04
O -6.78 3.27 0.11
N -8.87 3.69 0.90
C -10.20 4.21 0.66
C -8.54 3.15 2.21
H -8.27 4.12 -1.00
H -10.41 5.03 1.35
H -10.94 3.42 0.82
H -10.29 4.57 -0.36
H -7.71 3.71 2.65
H -8.24 2.11 2.12
H -9.41 3.22 2.86
C 5.35 0.43 4.08
O 4.58 0.92 3.27
N 6.68 0.37 3.92
C 7.55 -0.22 4.92
C 7.26 0.92 2.70
H 5.00 -0.01 5.03
H 8.26 0.52 5.28
H 8.10 -1.06 4.49
H 6.96 -0.58 5.76
H 7.02 1.98 2.62
H 6.86 0.40 1.83
H 8.34 0.79 2.73
C 4.37 0.29 -3.06
O 4.84 0.81 -2.06
N 4.90 0.34 -4.29
C 4.28 -0.30 -5.43
C 6.15 1.06 -4.47
H 3.42 -0.27 -3.02
H 4.95 -1.04 -5.85
H 4.05 0.45 -6.19
H 3.36 -0.79 -5.12
H 6.93 0.62 -3.84
H 6.03 2.10 -4.18
H 6.46 1.01 -5.51
*
```

## Properties
LUMO in eV: -4.605
HOMO level in eV: -10.663

Here are the Mulliken charges for atoms 1 to 2, given in e: -1.129 0.295

=====

No. 2
C20H39INOSSbSnTe4 as an isolated structure. Source: the Open Molecules 2025 dataset; level of theory: the ωB97M-V functional and the def2-TZVPD basis.

```
! wB97M-V def2-TZVPD RIJCOSX def2/J DEFGRID3
* xyz 2 1
Sn -1.90 -0.75 -1.20
Te -4.91 -0.19 -0.42
Te -6.54 -0.55 -2.41
Te -5.82 -2.94 -3.56
Te -3.72 -3.69 -2.28
C -2.22 5.36 0.67
C -0.89 4.64 0.90
C -0.83 3.25 0.26
S -2.13 2.16 0.82
O -1.66 0.76 0.33
C -1.82 2.08 2.59
C -0.41 1.64 2.98
C -0.35 1.32 4.47
H -2.18 6.37 1.08
H -3.06 4.85 1.14
H -2.44 5.45 -0.40
H -0.67 4.56 1.97
H -0.07 5.22 0.47
H 0.11 2.74 0.44
H -0.99 3.31 -0.82
H -2.58 1.39 2.97
H -2.07 3.07 2.98
H 0.30 2.43 2.74
H -0.14 0.76 2.39
H -0.62 2.18 5.07
H 0.66 1.02 4.75
H -1.02 0.50 4.73
I -3.14 -2.07 4.69
C -2.31 -2.68 2.89
C -1.70 -3.92 2.74
C -1.17 -4.26 1.50
C -1.26 -3.35 0.47
N -1.85 -2.16 0.61
C -2.37 -1.83 1.80
H -1.64 -4.61 3.57
H -0.69 -5.21 1.35
H -0.86 -3.58 -0.51
H -2.83 -0.86 1.88
C 3.48 -1.01 0.83
C 2.98 -0.05 -0.24
C 2.68 1.33 0.33
Sb 1.29 -0.87 -1.31
C 1.26 0.35 -3.10
C 2.65 0.58 -3.67
C 0.52 1.67 -2.89
C 2.20 -2.64 -2.16
C 2.16 -3.83 -1.20
C 1.56 -2.99 -3.49
H 4.33 -0.56 1.35
H 3.81 -1.96 0.42
H 2.71 -1.21 1.58
H 3.74 0.04 -1.03
H 1.90 1.27 1.10
H 2.37 2.04 -0.43
H 3.58 1.73 0.81
H 0.68 -0.25 -3.80
H 3.25 1.22 -3.02
H 2.58 1.09 -4.64
H 3.20 -0.35 -3.83
H 1.06 2.33 -2.20
H -0.49 1.54 -2.49
H 0.42 2.21 -3.84
H 3.25 -2.35 -2.32
H 1.13 -4.18 -1.05
H 2.58 -3.61 -0.22
H 2.72 -4.67 -1.62
H 0.48 -3.18 -3.39
H 2.00 -3.91 -3.89
H 1.69 -2.21 -4.24
*
```

## Properties
LUMO (spin up / spin down) in eV: -7.352 / -7.771
HOMO level (spin up / spin down) in eV: -12.714 / -12.703
Energy relative to the best compared isomer or geometry (same formula, charge and spin) in kcal per mole: 0.0

Here are the Mulliken charges for atoms 1 to 2, given in e: 0.176 0.078

=====

No. 3
C20H39IrN4O5 as an isolated structure. Source: the Open Molecules 2025 dataset; level of theory: the ωB97M-V functional and the def2-TZVPD basis.

```
! wB97M-V def2-TZVPD RIJCOSX def2/J DEFGRID3
* xyz 1 2
Ir -0.37 -0.60 0.36
C 3.52 0.86 1.36
C 2.79 -0.43 0.98
C 3.12 -0.87 -0.51
C 2.71 -0.29 -1.92
C 3.22 1.11 -2.20
C 3.12 -1.27 -2.99
N 1.18 -0.22 -1.76
C 0.11 -0.55 -2.78
C -1.45 -0.57 -2.38
N -1.97 -0.97 -1.00
C -2.12 -2.44 -1.01
C -0.71 -2.96 -1.27
O -0.38 -3.68 -2.17
O 0.15 -2.44 -0.38
C -3.19 -0.21 -0.48
C -3.82 -0.91 0.74
C -3.11 1.31 -0.10
C -2.07 2.06 0.82
C -1.46 3.27 0.11
C -2.83 2.63 2.03
N -1.02 1.11 1.39
C 0.16 1.70 2.04
C 0.98 0.55 2.60
N 1.34 -0.50 1.58
C 1.22 -1.83 2.32
C -0.26 -2.16 2.75
O -0.47 -2.91 3.67
O -1.13 -1.49 2.07
H 4.51 0.84 0.91
H 3.67 0.95 2.43
H 3.01 1.76 1.00
H 3.28 -1.25 1.49
H 2.86 -1.93 -0.56
H 4.21 -0.83 -0.52
H 4.31 1.10 -2.24
H 2.92 1.82 -1.42
H 2.85 1.47 -3.16
H 4.21 -1.37 -2.99
H 2.82 -0.91 -3.98
H 2.69 -2.26 -2.83
H 1.11 0.67 -1.27
H 1.17 -1.07 -1.18
H 0.39 -1.55 -3.10
H 0.20 0.12 -3.63
H -1.85 -1.35 -3.04
H -1.88 0.36 -2.70
H -2.81 -2.79 -1.78
H -2.44 -2.78 -0.03
H -3.93 -0.28 -1.29
H -3.25 -0.76 1.65
H -3.98 -1.98 0.63
H -4.81 -0.47 0.86
H -4.08 1.42 0.40
H -3.18 1.92 -1.01
H -2.28 3.91 -0.20
H -0.86 3.01 -0.75
H -0.86 3.86 0.81
H -3.65 3.26 1.68
H -2.19 3.25 2.65
H -3.27 1.84 2.65
H -1.55 0.60 2.11
H -0.10 2.38 2.86
H 0.70 2.28 1.29
H 0.33 0.04 3.31
H 1.84 0.89 3.17
H 1.81 -1.85 3.23
H 1.55 -2.61 1.64
O -0.74 0.97 -0.98
*
```

## Properties
LUMO (spin up / spin down) in eV: -2.249 / -3.521
HOMO level (spin up / spin down) in eV: -11.396 / -11.240
Expectation value of S²: 0.758
Energy relative to the best compared isomer or geometry (same formula, charge and spin) in kcal per mole: 139.6

Here are the Mulliken charges for atoms 1 to 2, given in e: 6.534 -1.579

=====

No. 4
A 3-piece molecular cluster, C20H39N4O2 overall. Source: the Open Molecules 2025 dataset; level of theory: the ωB97M-V functional and the def2-TZVPD basis.

```
! wB97M-V def2-TZVPD RIJCOSX def2/J DEFGRID3
* xyz 1 1
C 1.31 4.04 -0.27
C 0.82 2.73 -0.89
N 0.19 1.89 0.15
N -0.09 0.60 -0.50
C 1.11 -0.34 -0.48
C 2.31 0.13 0.30
C 2.22 0.38 1.68
C 3.32 0.81 2.41
C 4.55 0.98 1.77
C 4.65 0.72 0.41
C 3.55 0.29 -0.35
C 3.79 0.02 -1.81
C -1.41 0.01 -0.09
C -1.69 -0.36 1.36
C -1.71 0.83 2.33
C -0.90 -1.54 1.91
H 0.83 4.19 0.69
H 2.38 4.01 -0.10
H 1.06 4.89 -0.90
H 1.63 2.18 -1.36
H 0.03 2.95 -1.62
H -0.74 2.26 0.31
H -0.22 0.81 -1.50
H 1.41 -0.45 -1.51
H 0.77 -1.32 -0.16
H 1.28 0.27 2.19
H 3.21 1.02 3.46
H 5.41 1.30 2.34
H 5.60 0.85 -0.08
H 3.15 -0.75 -2.23
H 4.81 -0.34 -1.94
H 3.70 0.93 -2.41
H -2.15 0.73 -0.43
H -1.54 -0.88 -0.72
H -2.73 -0.71 1.33
H -2.46 1.55 2.01
H -2.04 0.47 3.30
H -0.74 1.32 2.41
H -1.10 -1.66 2.97
H -1.21 -2.48 1.44
H 0.18 -1.46 1.80
C -1.43 1.84 -4.09
O -0.77 1.11 -3.35
N -0.90 2.78 -4.89
C -1.71 3.69 -5.68
C 0.54 2.88 -4.92
H -2.53 1.80 -4.12
H -1.49 3.58 -6.74
H -1.52 4.72 -5.39
H -2.77 3.47 -5.52
H 0.99 1.95 -5.28
H 0.92 3.04 -3.91
H 0.89 3.70 -5.54
C -3.15 -5.03 2.15
O -2.80 -3.99 1.61
N -2.78 -5.42 3.37
C -3.24 -6.66 3.96
C -1.89 -4.56 4.14
H -3.83 -5.74 1.65
H -3.79 -6.47 4.88
H -2.39 -7.31 4.19
H -3.90 -7.18 3.26
H -2.34 -3.58 4.29
H -0.95 -4.42 3.60
H -1.69 -5.02 5.10
*
```

## Properties
LUMO in eV: -1.868
HOMO level in eV: -11.368

Here are the Mulliken charges for atoms 1 to 2, given in e: -1.380 0.141

=====

No. 5
C20H40AgO10S5 as an isolated structure. Source: the Open Molecules 2025 dataset; level of theory: the ωB97M-V functional and the def2-TZVPD basis.

```
! wB97M-V def2-TZVPD RIJCOSX def2/J DEFGRID3
* xyz 1 1
Ag -0.69 0.65 0.74
C -6.07 1.94 0.02
C -5.83 0.44 -0.47
C -5.00 -0.30 0.59
S -4.37 0.86 1.78
O -2.93 0.70 1.99
O -5.34 0.60 2.90
C -4.90 2.41 0.77
H -6.83 1.82 0.78
H -6.43 2.65 -0.73
H -5.35 0.34 -1.44
H -6.84 0.07 -0.62
H -4.06 -0.70 0.21
H -5.59 -1.03 1.15
H -4.09 2.61 0.07
H -4.96 3.26 1.44
C 1.77 -4.21 -0.25
C 1.32 -4.43 -1.70
C 0.14 -3.50 -1.89
S -0.76 -3.26 -0.22
O -1.94 -4.10 -0.16
O -0.72 -1.83 0.09
C 0.60 -4.19 0.69
H 2.29 -3.26 -0.15
H 2.52 -4.83 0.24
H 1.01 -5.47 -1.69
H 2.19 -4.41 -2.35
H -0.63 -3.90 -2.56
H 0.45 -2.56 -2.34
H 0.09 -5.12 0.92
H 0.72 -3.60 1.60
C 4.79 1.64 -0.96
C 5.35 0.29 -0.87
C 4.20 -0.64 -0.70
S 2.57 0.15 -1.12
O 1.48 -0.16 -0.23
O 2.40 0.23 -2.57
C 3.29 1.68 -0.53
H 4.77 2.02 -1.99
H 5.42 2.28 -0.35
H 6.00 0.17 0.00
H 5.93 0.15 -1.78
H 4.12 -0.77 0.38
H 4.16 -1.63 -1.15
H 3.23 1.48 0.54
H 2.69 2.54 -0.82
C 2.40 1.19 5.82
C 1.95 2.50 5.35
C 1.70 2.41 3.87
S 1.68 0.67 3.36
O 2.89 0.31 2.60
O 0.36 0.45 2.82
C 1.72 0.08 5.03
H 2.14 1.06 6.87
H 3.46 1.19 5.57
H 2.67 3.32 5.41
H 1.00 2.78 5.81
H 2.42 2.85 3.19
H 0.74 2.89 3.71
H 2.23 -0.89 5.04
H 0.72 -0.10 5.44
C -0.51 -0.05 -4.38
C -0.31 1.44 -4.62
C -1.00 2.12 -3.44
S -2.38 0.97 -2.80
O -3.65 1.54 -3.17
O -2.14 0.56 -1.42
C -1.85 -0.38 -3.93
H 0.15 -0.44 -3.60
H -0.38 -0.64 -5.29
H -0.75 1.86 -5.53
H 0.76 1.56 -4.77
H -1.38 3.15 -3.39
H -0.36 2.15 -2.56
H -2.52 -0.28 -4.78
H -1.96 -1.37 -3.48
*
```

## Properties
LUMO in eV: -2.415
HOMO level in eV: -12.033

Here are the Mulliken charges for atoms 1 to 2, given in e: 0.587 -0.661

=====

No. 6
C20H40AsCrN7O5PSe as an isolated structure. Source: the Open Molecules 2025 dataset; level of theory: the ωB97M-V functional and the def2-TZVPD basis.

```
! wB97M-V def2-TZVPD RIJCOSX def2/J DEFGRID3
* xyz 1 5
Cr -1.68 -0.39 0.91
C -5.47 1.28 1.73
C -4.16 0.88 1.13
N -3.38 -0.02 1.70
O -3.82 -0.57 2.88
C -3.61 1.39 -0.06
C -4.22 2.42 -0.96
N -2.42 0.85 -0.34
O -1.78 1.13 -1.39
H -5.33 1.52 2.78
H -6.16 0.44 1.69
H -5.91 2.13 1.21
H -3.09 -1.15 3.17
H -5.30 2.40 -0.92
H -3.89 2.21 -1.98
H -3.87 3.41 -0.69
Se 1.47 1.27 3.81
C 0.13 0.96 2.78
N -0.79 0.74 2.09
C -0.45 -3.72 4.52
As -0.90 -3.46 2.63
C -2.33 -4.72 2.21
C 0.73 -3.85 1.65
O -1.40 -1.88 2.56
H -0.03 -4.72 4.68
H -1.35 -3.61 5.12
H 0.28 -2.97 4.82
H -2.06 -5.70 2.60
H -2.48 -4.79 1.13
H -3.25 -4.39 2.68
H 1.03 -4.88 1.85
H 1.50 -3.17 2.03
H 0.61 -3.69 0.58
O 0.13 -0.56 -0.16
P 1.06 0.43 -0.81
N 2.64 -0.13 -0.68
C 3.07 -1.22 -1.56
C 4.52 -1.44 -1.13
C 4.56 -1.00 0.35
C 3.13 -0.49 0.63
N 0.80 0.58 -2.43
C 0.01 -0.29 -3.29
C 0.67 -0.11 -4.65
C 1.03 1.37 -4.64
C 1.47 1.62 -3.20
N 1.14 1.91 -0.06
C 0.04 2.87 -0.15
C 0.67 4.25 0.05
C 2.11 4.06 -0.42
C 2.40 2.65 0.08
H 2.97 -0.92 -2.60
H 2.47 -2.13 -1.39
H 5.18 -0.80 -1.72
H 4.83 -2.47 -1.26
H 5.27 -0.19 0.50
H 4.82 -1.81 1.02
H 3.10 0.37 1.29
H 2.51 -1.29 1.07
H -1.02 0.05 -3.31
H 0.04 -1.32 -2.91
H 0.01 -0.38 -5.47
H 1.57 -0.73 -4.72
H 0.15 1.96 -4.87
H 1.81 1.62 -5.36
H 1.17 2.61 -2.85
H 2.55 1.52 -3.09
H -0.72 2.66 0.62
H -0.45 2.79 -1.13
H 0.66 4.53 1.11
H 0.14 5.02 -0.51
H 2.79 4.79 0.00
H 2.16 4.10 -1.51
H 2.67 2.68 1.15
H 3.21 2.15 -0.46
O -1.66 -2.86 -0.08
N -2.26 -1.83 -0.06
*
```

## Properties
LUMO (spin up / spin down) in eV: -5.007 / -5.121
HOMO level (spin up / spin down) in eV: -10.439 / -10.423
Expectation value of S²: 6.056
Energy relative to the best compared isomer or geometry (same formula, charge and spin) in kcal per mole: 60.1

Here are the Mulliken charges for atoms 1 to 2, given in e: -0.648 -1.658

=====

What max |F| values result from the calculations? In sequence: 0.02626, 0.00461, 0.09367, 0.01832, 0.07758, 0.13311 Eh/bohr.
What E_tot values result from the calculations? In sequence: -92734.6884, -85374.1882, -40399.6290, -31421.8849, -100029.4201, -205944.9320 eV.